Record 1
{"formula": "C6H14N2", "method": "the ωB97M-V functional and the def2-TZVPD basis", "gap_ev": [7.925, 7.936], "total_energy_ha": -346.28317, "lumo_ev": [1.05, 0.99], "total_charge": 0, "species": ["C", "C", "C", "C", "N", "N", "C", "C", "H", "H", "H", "H", "H", "H", "H", "H", "H", "H", "H", "H", "H", "H"], "positions_angstrom": [[-0.1226, 0.5934, -0.0630], [2.0019, -0.0331, -0.7202], [0.0749, -1.6390, 0.7394], [2.8426, 0.3145, 0.4666], [-0.2896, -0.6921, -0.3078], [-0.4629, 1.5538, -0.9553], [-2.4735, -0.4619, 0.1353], [-3.3979, 0.3862, -0.2842], [0.1013, 0.9660, 0.9402], [-0.7846, 2.4381, -0.6007], [-0.8905, 1.2324, -1.8120], [-2.7782, -1.3833, 0.6361], [2.1057, -1.0405, -1.1062], [1.9543, 0.6994, -1.5180], [0.9314, -2.2316, 0.4150], [0.3095, -1.1624, 1.6986], [-0.7553, -2.3274, 0.8907], [2.6133, 1.3125, 0.8521], [2.7096, -0.4033, 1.2822], [3.9154, 0.3179, 0.2222], [-3.1350, 1.3153, -0.7942], [-4.4698, 0.2451, -0.1168]]}


Record 2
{"formula": "C6H14N2", "method": "the ωB97M-V functional and the def2-TZVPD basis", "gap_ev": 7.646, "total_energy_ha": -346.29513, "lumo_ev": 1.02, "total_charge": 0, "species": ["C", "C", "C", "C", "C", "C", "N", "N", "H", "H", "H", "H", "H", "H", "H", "H", "H", "H", "H", "H", "H", "H"], "positions_angstrom": [[-0.3829, 0.2789, -0.3510], [-0.1413, -0.2361, 0.8875], [-0.1940, -1.2043, -0.2807], [-2.4251, 0.4217, 0.1715], [1.8300, 0.1698, 1.1888], [2.8515, -0.0478, 0.0995], [0.0126, 1.2437, -1.2485], [-3.2612, -0.3133, -0.7156], [-0.4758, -0.1884, 1.9089], [0.3243, 2.1163, -0.8401], [0.5967, 0.9310, -2.0112], [-3.2711, -1.3051, -0.5065], [-2.9650, -0.1993, -1.6806], [0.5111, -2.0249, -0.1151], [-1.0673, -1.7267, -0.6888], [-2.6777, 0.2348, 1.2138], [-2.4845, 1.4898, -0.0313], [1.9891, -0.5115, 2.0280], [1.8123, 1.1959, 1.5612], [2.7584, 0.6885, -0.7059], [3.8886, 0.0341, 0.4612], [2.7713, -1.0470, -0.3451]]}


Record 3
{"formula": "C6H14N2", "method": "the ωB97M-V functional and the def2-TZVPD basis", "gap_ev": 9.642, "total_energy_ha": -346.46000, "lumo_ev": 1.01, "total_charge": 0, "species": ["C", "C", "C", "C", "N", "C", "C", "N", "H", "H", "H", "H", "H", "H", "H", "H", "H", "H", "H", "H", "H", "H"], "positions_angstrom": [[-2.0525, -0.2376, 0.2384], [-0.7968, -0.2422, -0.1502], [0.3062, -1.1673, -0.0131], [1.2701, -0.8824, 1.1272], [-0.3067, -2.7018, 0.2612], [-0.1341, 1.2220, -0.8859], [0.0957, 2.2566, 0.2038], [1.0031, 1.1461, -1.7482], [-2.5097, -1.0856, 0.7258], [-2.6797, 0.6284, 0.0834], [0.8343, -1.3281, -0.9572], [0.7302, -0.5993, 2.0289], [1.9696, -0.0901, 0.8650], [1.8364, -1.7885, 1.3317], [-1.0133, -2.9210, -0.4371], [-0.7694, -2.7162, 1.1675], [-0.9875, 1.5157, -1.5040], [0.3230, 3.2240, -0.2461], [-0.7914, 2.3653, 0.8226], [0.9320, 1.9756, 0.8422], [1.8601, 0.9396, -1.2497], [0.8804, 0.4869, -2.5063]]}


Record 4
{"formula": "C6H14N2", "method": "the ωB97M-V functional and the def2-TZVPD basis", "gap_ev": 9.618, "total_energy_ha": -346.49166, "lumo_ev": 1.00, "total_charge": 0, "species": ["H", "N", "C", "C", "C", "C", "N", "C", "C", "H", "H", "H", "H", "H", "H", "H", "H", "H", "H", "H", "H", "H"], "positions_angstrom": [[-0.8048, -2.8369, -1.5125], [-0.9774, -2.1973, -0.7370], [-0.1031, -1.2826, -0.6031], [1.1228, -1.1163, -1.4570], [-0.2277, -0.4347, 0.6309], [0.9381, -0.7032, 1.5743], [-0.2286, 0.9345, -0.0146], [-0.0224, 2.0122, 0.9322], [-1.4239, 1.1776, -0.7994], [0.9384, -1.4739, -2.4693], [1.4417, -0.0778, -1.4851], [1.9354, -1.7072, -1.0352], [-1.1920, -0.6437, 1.1210], [1.0615, -1.7788, 1.6888], [0.7667, -0.2457, 2.5450], [1.8609, -0.2902, 1.1727], [0.9431, 1.9150, 1.4225], [-0.0181, 2.9602, 0.3934], [-0.8171, 2.0527, 1.6923], [-2.3322, 1.2000, -0.1796], [-1.3270, 2.1301, -1.3216], [-1.5341, 0.4061, -1.5587]]}


Record 5
{"formula": "C6H14N2", "method": "the ωB97M-V functional and the def2-TZVPD basis", "gap_ev": 10.372, "total_energy_ha": -346.46483, "lumo_ev": 0.86, "total_charge": 0, "species": ["H", "N", "C", "C", "C", "C", "C", "H", "H", "H", "H", "H", "H", "H", "H", "H", "H", "C", "N", "H", "H", "H"], "positions_angstrom": [[-1.1803, 1.3297, 1.4084], [-0.1729, 1.2533, 1.5034], [0.3453, 0.2077, 0.9943], [1.8398, 0.0873, 1.0993], [-0.3497, -0.6900, 0.0145], [0.3023, -2.0550, -0.1658], [-1.8443, -0.8294, 0.2929], [2.1137, -0.8570, 1.5669], [2.2219, 0.9085, 1.6987], [2.3079, 0.1206, 0.1151], [-0.2662, -0.0352, -0.9763], [0.2762, -2.6154, 0.7699], [-0.2472, -2.6380, -0.9034], [1.3403, -1.9761, -0.4757], [-2.0142, -1.2059, 1.3053], [-2.2941, -1.5196, -0.4139], [-2.3553, 0.1271, 0.1858], [-0.1293, 1.7747, -1.8740], [-0.3326, 2.6010, -0.9245], [0.8765, 1.4972, -2.2424], [-0.9292, 1.6565, -2.5909], [0.4915, 2.8579, -0.3876]]}


Record 6
{"formula": "C6H14N2", "method": "the ωB97M-V functional and the def2-TZVPD basis", "gap_ev": 6.708, "total_energy_ha": -346.35894, "lumo_ev": 0.56, "total_charge": 0, "species": ["C", "C", "C", "C", "N", "N", "C", "C", "H", "H", "H", "H", "H", "H", "H", "H", "H", "H", "H", "H", "H", "H"], "positions_angstrom": [[0.9994, 0.2639, -0.1732], [-0.6061, -0.1333, 2.7559], [-2.1356, -0.4082, 0.8310], [2.1439, -0.4650, -2.2576], [-0.7515, -0.1989, 1.2923], [-0.0656, 0.9765, 0.4935], [0.9445, 0.2037, -1.6278], [-0.0828, 0.6240, -2.3892], [0.2634, 1.6197, 1.2068], [0.0228, -0.8722, 0.7868], [1.9964, 0.4191, 0.2450], [-1.0922, 0.7674, 3.1357], [0.4578, -0.1168, 2.9928], [-1.0624, -1.0090, 3.2186], [-2.1104, -0.4967, -0.2521], [-2.5395, -1.3215, 1.2728], [-2.7472, 0.4478, 1.1153], [3.0546, 0.1068, -2.0522], [2.2947, -1.4649, -1.8411], [2.0317, -0.5537, -3.3384], [-0.0880, 0.4699, -3.4601], [-0.9278, 1.1415, -1.9548]]}